1.
This record from OMol25 describes C30H75CrCsN5O8PS as an isolated structure in a non-equilibrium geometry. The level of theory is ωB97M-V with the def2-TZVPD basis set.

Geometry as XYZ:
```
122
Properties=species:S:1:pos:R:3:forces:R:3:mulliken_charge:R:1
Cs 1.678 -1.463 -4.924 -0.13 -0.64 0.30 1.094
Cr -0.560 -3.784 -1.932 3.52 -0.62 -3.50 0.576
S -0.004 -1.287 -1.447 0.27 2.61 1.52 1.402
P 0.563 -4.868 -4.157 1.66 -4.61 0.57 0.704
O 1.947 -4.443 -4.667 -1.94 0.67 -0.57 -0.791
O 0.826 -2.473 -1.495 3.66 -3.88 -0.20 -1.309
O 0.201 -0.494 -2.609 0.28 1.66 -1.88 -0.666
O -1.262 -2.008 -1.528 -5.56 -0.61 0.32 0.245
O -0.069 -6.213 -4.547 0.61 2.47 -1.10 -0.776
O 0.703 -5.040 -2.595 -0.13 -0.26 4.23 -0.488
O -0.449 -3.708 -3.857 -2.36 2.82 -0.38 -0.632
O 0.172 -0.582 -0.215 -0.12 0.64 0.69 -0.397
N 3.487 2.847 1.397 -1.07 -1.63 0.36 0.458
N -2.772 -1.995 3.566 -0.80 -1.15 0.14 0.213
N 0.043 3.832 -2.101 -0.43 -0.55 -0.78 0.458
N -4.456 0.460 -2.909 -0.13 0.32 -0.12 0.049
N 3.431 -3.668 1.191 -0.47 -0.43 -0.32 0.206
C -1.547 0.126 3.551 0.10 0.29 0.29 -1.263
C -0.975 2.700 -0.066 0.60 1.32 -0.47 0.040
C -2.915 0.525 -4.930 -0.60 -0.25 1.01 -1.758
C 0.484 2.432 -4.125 -0.70 -1.15 0.38 -1.211
C 5.794 2.481 0.383 0.16 0.64 -0.59 -1.607
C -3.211 -3.238 1.363 -1.08 0.67 0.11 -0.459
C 2.219 4.991 1.151 0.09 -0.37 0.62 -1.230
C -0.956 3.916 -1.060 0.26 -0.36 1.66 -1.117
C -3.774 -2.660 2.693 0.93 -0.54 0.87 -0.872
C 1.053 -3.013 1.886 0.16 -0.96 -0.28 0.637
C -4.678 1.902 -2.946 -1.05 0.29 0.23 -0.001
C 3.665 -2.275 0.718 1.54 -0.61 0.55 0.263
C 2.248 0.850 2.487 0.67 0.91 -0.04 -1.485
C -0.538 2.875 -3.040 1.49 -0.04 -1.33 1.135
C 4.761 2.127 1.441 0.29 0.70 -0.65 0.418
C 3.861 -5.386 3.067 -0.28 1.14 -0.46 -1.491
C 5.156 -1.940 0.373 -0.66 0.00 0.03 -1.389
C -4.878 -1.579 -1.633 0.05 0.11 0.45 -1.187
C 3.973 -3.946 2.524 0.65 0.28 -0.72 -0.106
C -2.002 -1.078 2.774 0.87 0.54 -0.72 0.578
C 0.233 5.117 -2.794 0.11 0.28 0.63 -0.470
C -6.087 2.446 -2.503 0.44 -0.68 -0.74 -1.403
C -2.681 -3.504 5.558 0.12 0.74 -0.25 -1.350
C 1.997 -3.977 1.115 -0.23 0.42 -0.31 -1.150
C -1.910 -2.918 4.371 -0.74 0.74 -0.07 -0.045
C 2.661 2.345 2.533 -0.63 -0.40 -0.84 -0.835
C -4.534 -0.080 -1.549 -0.62 -0.45 -0.89 0.089
C 3.576 4.288 1.405 -0.27 0.16 -0.71 -0.692
C -3.135 0.127 -3.428 0.70 -0.30 -2.04 0.860
C 1.137 6.098 -2.032 0.01 0.08 -0.33 -1.312
H 3.400 -1.587 1.522 -0.38 0.29 -0.02 -0.011
H 3.148 2.512 3.494 0.42 0.26 0.30 0.446
H 3.060 -2.089 -0.170 -0.18 -0.09 0.21 -0.082
H -2.946 -0.947 -3.414 -0.41 -0.04 0.34 0.169
H -1.163 1.744 -0.556 -0.11 0.08 0.24 -0.273
H 4.547 -5.470 3.911 -0.02 -0.11 0.01 0.466
H 2.151 5.738 -1.858 -0.14 -0.47 0.04 0.242
H 1.508 4.873 1.970 0.04 -0.19 0.11 0.372
H -1.159 -0.163 4.528 0.07 0.21 0.08 0.384
H 0.720 6.398 -1.070 -0.04 -0.05 -0.03 0.291
H -2.277 -3.795 1.442 -0.07 -0.02 0.37 0.180
H -5.276 0.488 -0.988 -0.03 -0.20 0.07 0.490
H -2.294 0.533 -2.868 -0.08 0.34 0.51 -0.469
H 5.483 -2.381 -0.569 0.01 -0.33 0.17 0.371
H 3.125 0.229 2.672 -0.16 -0.20 -0.07 0.493
H 1.540 0.695 3.301 -0.02 -0.14 -0.02 0.422
H -1.704 2.945 0.707 -0.30 -0.33 -0.09 0.512
H -1.964 3.980 -1.469 -0.35 0.36 -0.33 0.434
H 5.276 -0.864 0.241 -0.32 0.21 -0.10 0.305
H -2.550 -0.635 1.942 -0.57 -0.48 -0.06 0.112
H -0.014 2.650 0.446 0.15 -0.21 -0.12 -0.420
H 5.435 2.426 -0.644 -0.41 -0.23 0.02 0.293
H 4.195 4.590 0.560 0.28 -0.06 0.05 0.349
H -2.105 -4.247 6.111 -0.05 -0.21 -0.24 0.401
H -3.554 0.092 -1.102 0.14 -0.26 0.62 -0.143
H -6.426 2.119 -1.520 0.30 0.27 0.12 0.355
H 4.628 1.055 1.297 -0.54 0.07 0.51 -0.486
H -2.673 1.586 -4.997 -0.08 -0.03 -0.36 0.315
H -4.253 -3.456 3.263 0.25 -0.29 0.10 0.339
H 5.035 -3.725 2.424 0.08 0.20 0.35 0.403
H 5.215 2.347 2.407 0.33 -0.38 0.53 0.353
H -1.098 -2.288 4.736 0.15 -0.15 0.03 0.352
H -3.940 2.406 -2.322 0.40 0.30 0.18 -0.006
H 0.106 1.469 -4.467 -0.08 -0.13 -0.29 0.082
H -3.831 0.270 -5.463 -0.12 0.35 -0.15 0.494
H -4.604 -1.960 2.595 0.16 0.24 -0.75 0.333
H 1.198 -3.069 2.965 0.29 0.24 0.11 0.440
H 6.184 3.495 0.467 0.09 0.06 0.27 0.474
H -6.886 2.157 -3.186 0.13 -0.39 -0.22 0.334
H -0.797 0.700 3.008 0.10 -0.10 -0.02 0.078
H 3.521 -3.256 3.237 0.08 0.24 0.50 0.228
H -4.091 -2.094 -2.183 0.08 -0.16 0.39 0.081
H 2.308 6.071 1.039 0.37 0.00 -0.19 0.514
H -5.803 -1.848 -2.143 -0.15 0.71 -0.25 0.369
H 0.591 5.007 -3.817 0.42 -0.54 0.19 0.455
H -2.416 0.773 3.670 0.03 0.09 0.38 0.327
H 6.640 1.796 0.436 0.02 -0.02 0.20 0.440
H 2.843 -5.512 3.435 0.04 -0.55 -0.11 0.284
H -3.989 -3.886 0.961 0.11 -0.22 -0.17 0.514
H 0.603 3.041 -5.021 -0.08 0.38 0.29 0.487
H -0.947 2.001 -2.535 0.57 0.07 0.10 -1.458
H -1.398 3.320 -3.540 -0.40 0.32 -0.25 0.308
H 1.751 4.572 0.260 0.12 -0.02 -0.04 0.187
H 0.043 -3.400 1.754 -0.23 0.15 -0.21 -0.323
H 1.726 -3.991 0.059 0.06 0.35 -0.06 0.124
H 1.778 0.589 1.539 0.03 -0.07 -0.02 0.377
H -1.180 -1.592 2.277 0.37 0.05 0.02 -0.277
H 4.142 -6.096 2.289 -0.22 -0.13 0.11 0.310
H 1.717 2.890 2.569 0.15 0.26 -0.16 0.304
H -6.071 3.532 -2.596 0.18 0.07 0.45 0.409
H 1.092 -1.989 1.515 -0.02 -0.10 0.10 -0.256
H -0.755 4.820 -0.486 -0.18 0.07 0.18 0.543
H -5.019 -1.994 -0.635 0.47 -0.14 0.10 0.310
H 5.859 -2.158 1.177 -0.07 -0.42 -0.01 0.276
H 4.090 4.594 2.317 -0.02 0.60 0.42 0.395
H -1.459 -3.733 3.806 0.05 -0.06 -0.48 0.082
H -4.549 2.244 -3.973 0.18 -0.01 0.03 0.367
H -2.895 -2.698 6.259 -0.22 0.02 0.00 0.303
H 1.290 6.998 -2.626 -0.29 0.18 -0.07 0.482
H 1.453 2.173 -3.696 0.05 0.39 0.19 0.352
H -2.139 -0.071 -5.409 0.25 0.08 0.31 0.294
H 1.788 -5.010 1.395 0.34 -0.06 0.46 0.533
H -3.625 -3.904 5.187 0.04 -0.26 0.31 0.302
H -3.069 -2.443 0.632 0.20 -0.03 -0.01 -0.121
H -0.745 5.567 -2.961 -0.47 0.38 0.16 0.352
```
Positions in Å, forces in eV/Å.

Values from the calculation:
- spin multiplicity = 4
- maximum force (eV/Å) = 5.60
- molecular weight (u) = 881.9
- relative energy (zero: lowest compared OMol25 entry of this formula, charge and spin) (kJ/mol) = 57.3
- E_LUMO (spin up / spin down) (eV) = 1.5 / 1.5
- HOMO (spin up / spin down) (eV) = -4.92 / -5.02
- charge = -1

---

2.
This record from OMol25 describes C30H39AsIrN6O2S4 as an isolated structure in a non-equilibrium geometry. The level of theory is ωB97M-V with the def2-TZVPD basis set.

Geometry as XYZ:
```
83
Properties=species:S:1:pos:R:3:forces:R:3:mulliken_charge:R:1
Ir 0.292 0.754 -0.357 0.48 1.09 -1.45 3.049
As 4.784 4.129 0.219 0.63 -0.74 -0.26 0.288
S 5.821 3.040 1.695 -0.30 0.31 0.15 -0.431
S 2.518 3.278 0.592 0.04 0.15 -0.03 -0.181
S 5.290 3.610 -1.742 -0.31 0.36 0.12 -0.409
S 2.244 1.986 -0.877 -0.43 -0.58 0.27 -0.139
O -0.150 -3.878 -0.781 0.05 0.04 -0.13 -0.219
O 1.433 -0.993 -0.377 -0.50 0.27 0.05 0.285
N 0.953 0.944 1.818 -0.31 -0.04 0.08 0.243
N -2.481 4.794 -1.107 -0.01 0.08 -0.03 -0.209
N -1.068 2.667 -0.847 0.63 -0.70 0.79 -0.554
N 2.290 0.463 3.487 -0.11 0.05 0.19 0.362
N -1.506 -0.357 -0.314 -0.21 -0.38 0.04 0.130
N 1.978 -3.380 0.976 -0.04 0.14 -0.47 0.111
C 2.658 -1.347 -3.833 0.01 -0.11 0.01 -1.030
C -1.201 -1.093 -2.656 -0.11 -0.05 -0.24 -1.427
C 0.385 -2.565 2.557 -0.21 -0.02 0.04 -0.466
C 0.653 -3.054 1.279 0.17 -0.41 -0.01 -0.110
C 1.948 -1.509 -1.491 0.09 0.30 -0.27 1.200
C 3.142 -2.653 -3.804 -0.05 0.06 0.06 -0.853
C -2.066 4.649 0.287 0.01 -0.12 -0.17 -1.203
C -1.730 -3.247 0.931 0.13 -0.44 0.21 -0.121
C 1.921 0.154 2.230 0.16 0.00 -0.05 -1.290
C -1.990 -0.993 -1.420 -0.10 -0.12 0.16 1.083
C -2.411 2.332 -1.365 -0.14 0.03 -0.02 -0.170
C 2.617 -3.577 -0.253 -0.22 0.02 0.28 -1.696
C -3.569 -1.253 0.141 -0.20 0.54 0.16 -1.280
C 2.477 -2.833 -1.449 0.37 0.04 0.30 1.199
C -0.438 -3.376 0.444 -0.06 -0.02 0.38 0.850
C -1.197 -4.477 -1.516 -0.01 -0.01 -0.03 -0.929
C 0.685 1.812 2.854 0.11 -0.26 0.00 -0.529
C 3.057 -3.366 -2.627 -0.16 -0.07 0.09 -0.847
C -0.914 -2.412 3.029 0.24 -0.38 -0.01 -0.874
C -1.974 -2.770 2.218 0.24 -0.63 0.04 -1.350
C -3.260 3.623 -1.505 0.22 0.17 0.03 -0.997
C -1.284 4.885 -1.947 -0.16 -0.14 0.09 -0.918
C 1.509 1.521 3.897 -0.04 -0.02 0.01 -1.051
C -1.222 3.358 0.458 -0.18 0.29 -0.03 1.018
C -2.430 -0.514 0.653 0.02 0.08 0.00 1.014
C 3.296 -0.213 4.291 0.14 0.14 -0.14 -0.888
C -3.289 -1.553 -1.145 0.16 0.40 -0.49 -1.166
C -0.420 3.604 -1.799 -0.11 0.12 -0.11 -0.501
C 2.085 -0.800 -2.693 -0.31 0.08 0.18 -0.572
C -2.254 0.015 2.018 -0.20 0.46 0.16 -1.551
H -1.488 5.531 0.562 0.00 0.02 0.03 0.357
H 3.016 -0.156 5.339 -0.05 -0.01 0.02 0.362
H 2.366 -0.630 1.629 -0.07 0.09 0.08 0.954
H -1.703 2.663 1.146 0.07 -0.04 -0.03 -0.537
H -1.619 -5.329 -0.977 -0.03 0.00 0.02 0.341
H -0.507 -1.942 -2.592 0.01 0.11 0.02 0.010
H 1.611 1.972 4.872 0.03 -0.07 -0.09 0.472
H -2.731 0.997 2.117 -0.03 0.05 -0.06 0.250
H -0.590 -0.200 -2.789 0.07 0.01 -0.02 0.097
H -4.149 3.582 -0.874 -0.02 -0.06 -0.01 0.355
H 0.568 3.846 -1.425 0.02 -0.02 0.02 0.288
H 2.734 -0.762 -4.742 -0.02 0.04 0.08 0.442
H -2.703 -0.655 2.749 -0.07 0.43 -0.13 0.637
H -0.748 -4.820 -2.444 0.01 -0.02 -0.02 0.260
H -0.723 5.768 -1.641 0.03 0.00 -0.01 0.340
H -2.879 1.629 -0.679 0.00 0.04 -0.01 -0.061
H 1.228 -2.341 3.201 -0.06 0.02 -0.01 0.411
H -1.996 -3.764 -1.746 0.07 -0.08 0.01 0.280
H 3.421 -4.387 -2.582 0.08 0.06 0.00 0.406
H -0.067 2.578 2.783 0.06 -0.04 0.04 0.385
H 2.484 -3.719 1.774 0.10 -0.02 0.05 0.375
H 4.273 0.251 4.159 -0.01 0.03 -0.04 0.262
H -2.960 4.623 0.913 -0.01 0.00 0.02 0.376
H -1.193 0.122 2.232 -0.09 0.02 0.03 -0.107
H 3.590 -3.093 -4.686 -0.01 -0.01 0.04 0.390
H -2.995 -2.698 2.579 0.06 -0.07 -0.05 0.670
H 3.360 -1.258 3.998 -0.03 -0.01 -0.04 0.349
H -3.587 3.773 -2.535 -0.03 -0.05 -0.01 0.291
H -3.910 -2.093 -1.845 0.11 0.02 -0.03 0.575
H -0.301 3.089 -2.753 0.03 -0.07 0.03 0.486
H -4.458 -1.507 0.701 0.10 0.03 0.05 0.510
H -2.289 1.829 -2.327 0.06 -0.03 0.02 0.550
H 3.377 -4.348 -0.231 -0.12 -0.07 0.02 0.386
H -2.572 -3.529 0.311 0.24 -0.13 0.15 0.639
H 1.706 0.216 -2.715 0.06 -0.01 -0.10 -0.029
H -1.085 -2.032 4.029 0.03 -0.02 -0.01 0.413
H -1.837 -1.232 -3.531 -0.02 -0.04 0.05 0.683
H -0.225 3.587 0.829 0.02 -0.06 -0.03 -0.010
H -1.600 5.034 -2.980 0.01 -0.02 0.00 0.269
```
Positions in Å, forces in eV/Å.

Values from the calculation:
- spin multiplicity = 6
- maximum force (eV/Å) = 1.88
- molecular weight (u) = 911.1
- relative energy (zero: lowest compared OMol25 entry of this formula, charge and spin) (kJ/mol) = 64.1
- E_LUMO (spin up / spin down) (eV) = 0.1 / -2.4
- HOMO (spin up / spin down) (eV) = -5.50 / -6.95

---

3.
This record from OMol25 describes a 3-piece molecular cluster, C3H11NOS overall in a non-equilibrium geometry. The level of theory is ωB97M-V with the def2-TZVPD basis set.

Geometry as XYZ:
```
17
Properties=species:S:1:pos:R:3:forces:R:3:nbo_charge:R:1
S -1.868 0.108 -0.380 2.50 2.35 2.64 -0.084
O 2.000 -1.992 0.954 0.13 -1.12 0.72 -0.717
N 1.135 0.666 -1.344 -2.69 -0.14 0.92 -0.867
C 1.207 -0.905 0.599 0.52 1.53 -0.45 -0.102
C -2.781 1.353 0.629 0.54 -0.06 1.08 -0.734
C 1.359 -0.735 -0.898 1.83 0.87 -1.40 -0.252
H 0.811 -1.512 -1.440 -0.07 0.12 -0.09 0.176
H 0.146 -1.057 0.860 0.76 0.25 0.33 0.192
H -2.200 2.292 0.787 -0.40 -0.89 -0.32 0.221
H 1.484 -2.569 1.528 0.27 0.06 -0.07 0.472
H -0.236 0.881 0.612 -2.82 -1.50 -1.93 0.140
H 1.708 0.063 0.982 -1.26 -1.10 0.15 0.179
H 0.091 0.822 -1.259 1.91 0.18 -0.63 0.373
H -3.031 0.923 1.628 0.20 0.34 -0.81 0.213
H -3.680 1.608 0.122 -0.83 0.15 -0.40 0.215
H 2.453 -0.870 -1.093 -0.83 -0.42 0.16 0.204
H 1.403 0.923 -2.288 0.23 -0.60 0.10 0.371
```
Positions in Å, forces in eV/Å.

Values from the calculation:
- spin multiplicity = 1
- maximum force (eV/Å) = 4.33
- molecular weight (u) = 109.2
- relative energy (zero: lowest compared OMol25 entry of this formula, charge and spin) (kJ/mol) = 397.0
- E_LUMO (eV) = -1.2
- HOMO (eV) = -9.06

---

4.
This record from OMol25 describes an isolated ion of composition C5H10N and charge +1 in a non-equilibrium geometry. The level of theory is ωB97M-V with the def2-TZVPD basis set.

Geometry as XYZ:
```
16
Properties=species:S:1:pos:R:3:forces:R:3:nbo_charge:R:1
N -1.043 0.652 0.599 -2.57 -5.20 -1.24 -0.440
C -0.209 -0.208 0.005 -0.94 0.42 0.99 0.331
C -0.178 -1.627 -0.701 0.05 0.53 1.88 -0.462
C -0.020 2.779 1.035 -0.68 0.96 1.34 -0.291
C -0.955 1.858 1.251 3.06 2.59 0.18 -0.099
C 1.254 -2.095 -1.272 -1.60 1.05 0.80 -0.603
H -0.013 3.624 1.728 -0.30 -0.24 -0.15 0.233
H 1.813 -1.285 -1.715 -0.24 0.35 -0.53 0.223
H -0.658 -2.405 -0.021 0.52 0.99 -0.91 0.271
H 1.956 -2.524 -0.587 -0.12 -0.31 1.01 0.236
H 0.741 2.925 0.325 0.71 -0.71 -1.21 0.223
H 0.748 0.165 -0.016 2.30 1.30 0.02 0.190
H -1.582 2.092 2.084 -0.87 -0.81 0.14 0.252
H -0.840 -1.418 -1.513 -0.62 -0.45 -0.92 0.256
H -2.032 0.327 0.784 1.31 -0.25 -0.81 0.434
H 1.019 -2.858 -1.986 -0.01 -0.22 -0.58 0.245
```
Positions in Å, forces in eV/Å.

Values from the calculation:
- structure (SMILES) = C=C/[NH+]=C/CC
- spin multiplicity = 1
- maximum force (eV/Å) = 5.93
- molecular weight (u) = 84.1
- relative energy (zero: lowest compared OMol25 entry of this formula, charge and spin) (kJ/mol) = 200.9
- E_LUMO (eV) = -5.3
- HOMO (eV) = -14.68
- charge = +1

---

- Which of these has the lowest molecular weight?
  C5H10N

---

- Which of these has the lowest maximum force?
  C30H39AsIrN6O2S4